{"formula": "C35H42AsF6InN3O6S2Si", "method": "wB97M-V/def2-TZVPD", "species": ["In", "N", "C", "C", "O", "N", "C", "C", "O", "O", "H", "H", "H", "H", "H", "H", "O", "S", "C", "C", "C", "C", "S", "O", "C", "C", "C", "C", "C", "C", "C", "C", "C", "C", "C", "C", "H", "H", "H", "H", "H", "H", "H", "H", "H", "H", "H", "H", "H", "H", "H", "H", "H", "H", "C", "Si", "C", "C", "N", "C", "C", "C", "C", "C", "C", "O", "C", "C", "C", "C", "C", "C", "H", "H", "H", "H", "H", "H", "H", "H", "H", "H", "H", "H", "H", "H", "H", "H", "H", "H", "F", "As", "F", "F", "F", "F", "F"], "xyz": [[0.4019, -0.4134, 0.0471], [-0.6483, 0.3590, 2.1285], [0.2775, 0.1368, 3.2384], [1.7620, 0.0759, 2.7515], [2.6934, 2.0322, 3.9141], [1.8334, 0.5711, 1.4587], [2.9326, 1.2492, 0.8578], [2.5410, 1.5892, -0.5899], [3.0876, 2.5216, -1.1512], [1.6494, 0.8189, -1.1251], [-0.6901, 1.3524, 1.9120], [-1.5757, 0.0130, 2.3379], [0.0093, -0.7919, 3.7455], [0.1900, 0.9380, 3.9843], [3.8249, 0.6090, 0.8124], [3.2055, 2.1522, 1.4089], [0.2546, 3.1423, 1.5933], [0.1328, 4.4549, 2.3022], [-1.4606, 5.1391, 1.7783], [-1.6142, 5.4398, 0.2947], [-1.4036, 4.2958, -0.7020], [-2.5218, 3.2620, -0.6621], [-2.2661, 1.6435, -1.4311], [-1.3020, 0.8907, -0.5417], [-1.4650, 2.1387, -2.9474], [-0.3554, 1.4462, -3.3951], [0.1785, 1.7591, -4.6396], [-0.4115, 2.7311, -5.4288], [-1.5489, 3.3963, -4.9827], [-2.0853, 3.0994, -3.7429], [1.2104, 5.6124, 1.4683], [1.2931, 6.9206, 1.9296], [2.1413, 7.8059, 1.2860], [2.9068, 7.3750, 0.2073], [2.8270, 6.0612, -0.2275], [1.9717, 5.1662, 0.4026], [-1.6085, 6.0473, 2.3679], [-2.1793, 4.4007, 2.1434], [-0.9275, 6.2477, 0.0340], [-2.6214, 5.8480, 0.1540], [-0.4329, 3.8166, -0.5835], [-1.4017, 4.7619, -1.6884], [-3.4220, 3.6195, -1.1725], [-2.8352, 3.0083, 0.3539], [0.1141, 0.6851, -2.7938], [1.0580, 1.2275, -4.9764], [0.0066, 2.9706, -6.3976], [-2.0216, 4.1467, -5.6025], [-2.9820, 3.6103, -3.4123], [0.7104, 7.2458, 2.7843], [2.2140, 8.8289, 1.6309], [3.5760, 8.0675, -0.2862], [3.4322, 5.7150, -1.0549], [1.9165, 4.1376, 0.0750], [3.6391, -2.0249, 1.3356], [2.0508, -1.8551, 2.2857], [2.7410, 0.6163, 3.7779], [2.2413, -2.7273, 3.9328], [0.6643, -2.1191, 1.3211], [-0.3189, -3.0888, 1.4167], [-0.2524, -4.1951, 2.2729], [-1.2560, -5.1497, 2.3308], [-2.3744, -5.0449, 1.5224], [-2.4778, -3.9621, 0.6605], [-1.4859, -3.0030, 0.6342], [-1.5437, -1.9234, -0.2436], [-2.7722, -1.5345, -0.7564], [-2.9263, -1.5291, -2.1307], [-4.1269, -1.0761, -2.6667], [-5.1515, -0.6452, -1.8383], [-4.9770, -0.6612, -0.4592], [-3.7838, -1.1040, 0.0894], [4.4949, -1.5777, 1.8476], [3.5717, -1.6215, 0.3253], [3.8431, -3.0933, 1.2213], [3.7669, 0.3909, 3.4815], [2.5619, 0.1252, 4.7414], [1.8207, 2.2883, 4.2287], [3.0879, -2.2837, 4.4630], [2.4777, -3.7820, 3.7831], [1.3608, -2.6627, 4.5730], [0.6222, -4.3276, 2.8909], [-1.1468, -5.9900, 3.0044], [-3.1507, -5.7970, 1.5426], [-3.3292, -3.8653, 0.0004], [-2.1162, -1.8803, -2.7547], [-4.2563, -1.0694, -3.7413], [-6.0863, -0.3026, -2.2619], [-5.7757, -0.3318, 0.1933], [-3.6355, -1.1356, 1.1618], [0.3068, -1.2686, -2.0496], [1.2690, -2.6597, -2.7728], [1.6630, -1.5801, -4.0539], [-0.1793, -3.1212, -3.5973], [2.1799, -3.9403, -3.4478], [0.7863, -3.6086, -1.4146], [2.6102, -2.0733, -1.8449]], "forces_ev_per_a": [[-0.442, -0.050, -0.003], [0.018, 0.075, -0.094], [0.064, -0.046, 0.115], [-0.025, -0.016, -0.066], [0.028, -0.019, 0.032], [0.100, -0.089, 0.004], [-0.031, 0.036, 0.036], [-0.013, -0.067, -0.085], [0.034, 0.040, 0.051], [0.026, 0.137, 0.036], [-0.038, 0.075, -0.005], [0.001, -0.008, -0.006], [-0.032, 0.013, -0.012], [0.010, -0.005, -0.024], [0.026, 0.042, 0.001], [-0.034, 0.020, -0.008], [0.050, -0.201, 0.117], [-0.030, 0.045, 0.010], [-0.024, 0.009, 0.011], [-0.021, 0.050, -0.043], [0.018, -0.006, -0.247], [-0.103, 0.051, 0.015], [-0.222, -0.056, 0.053], [0.338, 0.348, -0.160], [0.025, -0.125, -0.045], [0.075, 0.009, 0.077], [-0.003, 0.024, -0.024], [0.008, -0.012, 0.012], [-0.005, 0.019, 0.003], [-0.068, 0.011, 0.002], [0.005, -0.052, -0.035], [-0.009, -0.006, 0.030], [-0.001, 0.004, -0.008], [-0.003, 0.002, 0.007], [0.025, -0.002, -0.037], [-0.027, 0.023, 0.077], [0.009, -0.006, 0.009], [0.006, -0.012, -0.014], [0.015, -0.017, 0.007], [0.005, 0.009, 0.000], [-0.031, -0.009, 0.137], [0.060, -0.120, -0.067], [0.000, 0.094, 0.079], [0.087, -0.100, 0.006], [0.001, 0.087, -0.017], [-0.003, -0.016, 0.001], [-0.001, -0.002, -0.002], [0.004, 0.005, -0.005], [0.007, -0.004, 0.010], [0.001, -0.006, 0.005], [0.001, 0.001, 0.002], [0.000, 0.001, -0.001], [-0.008, -0.024, 0.000], [0.019, -0.025, -0.038], [0.000, -0.022, 0.031], [-0.036, -0.019, 0.027], [0.016, 0.043, -0.003], [-0.041, 0.006, -0.032], [0.266, -0.056, -0.133], [-0.081, 0.031, 0.029], [0.021, -0.029, -0.056], [-0.031, 0.000, -0.011], [0.024, -0.005, 0.018], [-0.006, 0.026, -0.003], [0.039, -0.097, -0.025], [0.055, 0.172, 0.228], [-0.031, -0.033, -0.054], [-0.029, -0.034, 0.053], [0.007, -0.028, -0.023], [-0.002, -0.014, -0.006], [-0.016, 0.010, 0.001], [0.030, -0.004, -0.014], [-0.005, -0.003, 0.008], [-0.020, 0.021, -0.023], [0.002, -0.006, 0.012], [-0.004, -0.003, -0.008], [0.000, 0.000, -0.001], [-0.021, 0.012, -0.038], [-0.005, 0.018, -0.001], [0.013, -0.006, 0.015], [-0.014, -0.013, -0.004], [0.024, 0.004, -0.009], [0.001, -0.001, 0.001], [-0.002, -0.001, 0.003], [-0.004, -0.003, 0.002], [0.054, -0.018, -0.031], [-0.002, 0.000, -0.001], [0.001, 0.004, -0.001], [0.000, 0.001, 0.000], [-0.008, -0.010, 0.002], [-0.046, -0.212, 0.143], [-0.005, -0.012, -0.045], [0.010, 0.012, -0.017], [0.016, 0.079, 0.036], [-0.010, 0.029, -0.003], [-0.057, 0.018, 0.016], [0.007, 0.020, 0.023]], "mulliken_charge": [1.999, 0.244, -1.882, 1.560, -0.501, 0.523, -0.721, 0.023, -0.771, -0.599, -0.003, 0.223, 0.223, 0.557, 0.484, 0.356, -0.490, -0.087, -0.947, -1.279, 0.879, -1.511, 0.482, -0.503, 0.648, -0.097, -1.053, -0.618, -0.702, -0.904, 0.691, -0.459, -0.583, -0.485, -0.929, 0.053, 0.557, 0.560, 0.396, 0.536, -0.504, 0.541, 0.668, 0.494, 0.312, 0.514, 0.403, 0.415, 0.436, 0.388, 0.406, 0.395, 0.547, 0.042, -1.075, -0.093, -1.148, -1.633, 0.991, 0.536, -1.202, -1.019, -0.910, -1.083, 0.937, 0.695, -0.336, -0.310, -0.800, -0.548, -0.969, 0.317, 0.354, 0.219, 0.445, 0.326, 0.487, 0.376, 0.461, 0.426, 0.414, 0.315, 0.410, 0.425, 0.495, 0.478, 0.471, 0.421, 0.429, 0.513, -0.481, 2.210, -0.502, -0.537, -0.476, -0.468, -0.480], "mol_weight_g_mol": 996.68, "homo_ev": [-7.42, -7.48], "spin_multiplicity": 2, "e_lumo_ha": [-0.0073, -0.0331], "s2": 0.7547, "e_tot_ha": -6085.77113}